C41H52NO3S4SeTi | wB97M-V/def2-TZVPD

As for the spin multiplicity: 2. Its charge is -2. For the calculated total energy, the calculation gives -6717.89537 a.u. As for the HOMO energy (alpha / beta): -1.53 / -1.56 eV.

CARTESIAN COORDINATES (ANGSTROEM)
Ti (-0.3374, -0.9270, -2.1168)
C (4.7477, -2.4517, 4.1883)
C (3.5604, -1.4809, 4.2300)
C (4.0691, -0.0799, 4.5936)
C (2.6078, -1.9408, 5.3330)
C (2.8759, -1.4381, 2.8645)
C (1.5498, -1.7747, 2.6665)
C (0.9622, -1.6898, 1.4068)
Se (-0.8834, -2.1560, 1.2692)
C (-1.6072, -0.3973, 1.4501)
C (-1.7862, 0.0629, 2.7505)
C (-2.2267, 1.3477, 3.0106)
C (-2.5366, 2.1268, 1.8965)
C (-2.4245, 1.7095, 0.5780)
C (-1.8721, 0.4159, 0.3245)
O (-1.5839, 0.0346, -0.8845)
C (-2.8298, 2.7197, -0.5135)
C (-1.7628, 3.8198, -0.5884)
C (-3.0055, 2.1174, -1.9069)
C (-4.1884, 3.3538, -0.1614)
C (-2.3711, 1.9260, 4.4164)
C (-1.4589, 3.1516, 4.5635)
C (-1.9793, 0.9134, 5.4921)
C (-3.8240, 2.3510, 4.6644)
C (1.6918, -1.2514, 0.2884)
O (1.1167, -1.1650, -0.8967)
C (3.0721, -0.9411, 0.4581)
C (3.5976, -1.0367, 1.7394)
C (3.9604, -0.5017, -0.7094)
C (3.9312, -1.5474, -1.8307)
C (5.4233, -0.3361, -0.2884)
C (3.4733, 0.8488, -1.2423)
H (5.2508, -2.4880, 5.1598)
H (4.4112, -3.4592, 3.9362)
H (5.4821, -2.1520, 3.4398)
H (4.5675, -0.0916, 5.5681)
H (4.7798, 0.2894, 3.8536)
H (3.2394, 0.6280, 4.6367)
H (3.1335, -1.9476, 6.2919)
H (1.7481, -1.2747, 5.4256)
H (2.2324, -2.9490, 5.1486)
H (0.9297, -2.1041, 3.4892)
H (-1.5391, -0.6135, 3.5583)
H (-2.8808, 3.1398, 2.0681)
H (-0.7935, 3.3897, -0.8468)
H (-2.0258, 4.5436, -1.3655)
H (-1.6643, 4.3524, 0.3612)
H (-2.0844, 1.7722, -2.3648)
H (-3.6892, 1.2694, -1.8947)
H (-3.4328, 2.8861, -2.5596)
H (-4.1916, 3.8967, 0.7840)
H (-4.4649, 4.0622, -0.9467)
H (-4.9653, 2.5875, -0.1101)
H (-0.4163, 2.8700, 4.4050)
H (-1.7061, 3.9222, 3.8324)
H (-1.5559, 3.5872, 5.5631)
H (-0.9427, 0.5916, 5.3768)
H (-2.0846, 1.3676, 6.4814)
H (-2.6125, 0.0248, 5.4611)
H (-4.1506, 3.0979, 3.9397)
H (-4.4953, 1.4941, 4.5800)
H (-3.9350, 2.7799, 5.6656)
H (4.6409, -0.7883, 1.8811)
H (4.3197, -2.5057, -1.4694)
H (2.9328, -1.7072, -2.2287)
H (4.5672, -1.2145, -2.6561)
H (5.8457, -1.2622, 0.1108)
H (6.0046, -0.0597, -1.1711)
H (5.5600, 0.4559, 0.4525)
H (2.4378, 0.8105, -1.5694)
H (3.5730, 1.6207, -0.4731)
H (4.0732, 1.1458, -2.1080)
S (0.9189, -1.9896, -4.0163)
C (1.6844, -0.6465, -4.8627)
C (2.5516, -0.9236, -5.9222)
C (3.1977, 0.0790, -6.6270)
C (2.9771, 1.4065, -6.2759)
C (2.1172, 1.6972, -5.2305)
C (1.4589, 0.6979, -4.5058)
S (0.3927, 1.1758, -3.1887)
H (2.7109, -1.9616, -6.1906)
H (3.8615, -0.1789, -7.4448)
H (3.4649, 2.2116, -6.8146)
H (1.9301, 2.7271, -4.9483)
C (-5.5960, 1.0359, -4.2681)
O (-4.3472, 0.3930, -4.0813)
C (-3.7965, -0.3494, -5.0739)
S (-4.6552, -0.5829, -6.5234)
S (-2.3219, -1.0669, -4.6675)
H (-5.8166, 1.4962, -3.3034)
H (-6.3719, 0.3250, -4.5516)
H (-5.5303, 1.7993, -5.0447)
C (-2.8785, -5.1008, -2.1907)
C (-3.5363, -3.8920, -2.0472)
C (-2.7753, -2.7347, -1.9598)
N (-1.4459, -2.7670, -2.0131)
C (-0.8115, -3.9299, -2.1245)
C (-1.4929, -5.1331, -2.2241)
H (-3.4462, -6.0196, -2.2862)
H (-4.6141, -3.8212, -2.0223)
H (-3.2225, -1.7553, -1.8495)
H (0.2711, -3.8898, -2.1552)
H (-0.9385, -6.0534, -2.3381)

Results of the Mulliken charge analysis, in e, for atoms 1 through 8:
1. Ti 0.712
2. C -1.713
3. C 2.257
4. C -1.564
5. C -2.004
6. C -0.504
7. C -0.430
8. C -0.092